# 1
The following is a quantum chemistry calculation of a structure of composition C20H52Li2O22P, from OMol25.

Last column: Löwdin spin population.
Cartesian coordinates (Å):
Li -11.04 7.58 13.01  0.00
Li -9.34 5.15 15.36  0.00
C -8.06 10.08 13.92  0.00
C -7.24 10.19 14.99  0.00
C -7.31 9.16 16.12  0.00
O -6.64 9.17 17.21  0.00
C -8.19 8.12 15.99  0.00
C -9.03 7.82 14.87  0.00
C -8.92 8.97 13.71  0.00
O -9.50 8.74 12.68  0.00
O -9.84 6.88 14.73  0.00
O -6.48 11.21 14.99  0.00
H -7.91 10.69 13.04  0.00
H -8.28 7.40 16.79  0.00
P -9.24 4.32 17.65  -0.03
O -10.42 5.16 17.15  0.13
O -9.07 4.64 19.20  0.47
O -8.08 4.63 16.68  -0.01
O -9.79 2.88 17.45  0.44
C -12.26 13.56 13.92  0.00
O -11.14 13.04 14.63  0.00
C -11.33 11.76 15.17  0.00
C -10.41 11.50 16.44  0.00
O -10.94 11.91 17.68  0.00
C -10.99 13.28 17.83  0.00
H -13.12 13.81 14.55  0.00
H -12.68 12.97 13.11  0.00
H -11.90 14.47 13.44  0.00
H -10.99 11.05 14.42  0.00
H -12.36 11.60 15.51  0.00
H -9.40 11.85 16.25  0.00
H -10.37 10.41 16.51  0.00
H -10.02 13.77 17.73  0.00
H -11.39 13.58 18.80  0.00
H -11.58 13.88 17.14  0.00
C -11.47 9.22 10.13  0.00
O -12.13 8.88 11.39  0.00
C -12.46 10.01 12.21  0.00
C -13.10 9.51 13.49  0.00
O -12.20 8.61 14.16  0.00
C -12.78 8.00 15.34  0.00
H -10.42 9.21 10.42  0.00
H -11.73 10.22 9.79  0.00
H -11.72 8.51 9.34  0.00
H -13.15 10.66 11.66  0.00
H -11.60 10.63 12.45  0.00
H -14.04 9.05 13.21  0.00
H -13.47 10.39 14.02  0.00
H -13.82 7.71 15.17  0.00
H -12.70 8.72 16.16  0.00
H -12.11 7.16 15.52  0.00
C -5.53 7.03 13.51  0.00
O -4.13 6.73 13.20  0.00
C -3.54 5.65 13.90  0.00
C -2.65 4.85 12.90  0.00
O -3.34 4.09 11.86  0.00
C -4.01 4.91 10.93  0.00
H -5.97 7.66 12.75  0.00
H -5.61 7.56 14.46  0.00
H -6.12 6.12 13.66  0.00
H -4.28 5.04 14.40  0.00
H -2.98 5.97 14.79  0.00
H -2.07 4.23 13.58  0.00
H -1.98 5.54 12.39  0.00
H -5.02 5.12 11.29  0.00
H -4.05 4.25 10.06  0.00
H -3.51 5.82 10.59  0.00
O -3.90 10.46 16.04  0.00
H -4.52 10.98 15.52  0.00
H -3.39 9.98 15.38  0.00
O -8.28 5.88 12.03  0.00
H -7.79 6.57 11.59  0.00
H -9.17 5.96 11.69  0.00
O -6.24 6.26 17.41  0.00
H -6.28 7.06 16.88  0.00
H -6.87 5.67 17.00  0.00
O -6.76 13.96 13.46  0.00
H -6.68 13.06 13.78  0.00
H -7.51 14.32 13.94  0.00
O -10.58 7.57 17.87  0.00
H -10.51 6.69 17.50  0.00
H -10.13 8.13 17.24  0.00
O -5.69 12.10 17.86  0.00
H -6.17 11.92 17.05  0.00
H -5.65 13.05 17.90  0.00
C -9.91 13.26 11.03  0.00
O -9.94 12.54 9.80  0.00
H -9.58 14.29 10.87  0.00
H -10.93 13.32 11.42  0.00
H -9.31 12.67 11.72  0.00
H -9.06 12.69 9.46  0.00
C -7.50 9.67 10.16  0.00
O -7.69 8.37 10.77  0.00
H -8.21 9.69 9.32  0.00
H -7.66 10.55 10.77  0.00
H -6.53 9.75 9.67  0.00
H -8.30 8.55 11.50  0.00

Summary:
gap between HOMO and LUMO (spin up / spin down): 5.80 / 5.47 eV
molar mass: 689.470 Da
strongest force on any atom: 5.491 eV Å⁻¹
expectation value of S²: 0.767
charge: -2
2S+1: 2
total energy: -2805.01828 hartree
lowest unoccupied orbital energy (spin up / spin down): 0.108 / 0.108 Ha

# 2
The following is a quantum chemistry calculation of a structure of composition C4H8O2, from OMol25.

Last column: Mulliken charge in e.
Cartesian coordinates (Å):
C -1.52 -0.10 -1.30  -0.61
O -0.11 -0.17 -1.27  -0.48
C 0.99 0.52 0.11  -0.01
C 0.23 0.54 1.41  -0.28
O 0.67 -0.78 1.72  -0.39
C 1.40 -0.79 0.47  -0.59
H -1.96 -0.32 -0.32  0.27
H -1.83 0.90 -1.61  0.26
H -1.91 -0.82 -2.03  0.25
H 1.41 1.33 -0.47  0.39
H -0.86 0.65 1.37  0.20
H 0.65 1.28 2.10  0.26
H 0.47 -1.02 -0.63  0.39
H 2.39 -1.23 0.45  0.36

Summary:
gap between HOMO and LUMO: 8.90 eV
molar mass: 88.106 Da
strongest force on any atom: 0.515 eV Å⁻¹
charge: 0
2S+1: 1
total energy: -307.49540 hartree
lowest unoccupied orbital energy: 0.035 Ha
energy relative to the best compared isomer or geometry (same formula, charge and spin): 569.8 kJ/mol

# 3
The following is a quantum chemistry calculation of a structure of composition C44H32HfN4O2P2S2, from OMol25.

Last column: Mulliken charge in e.
Cartesian coordinates (Å):
Hf 0.49 0.56 -0.73  1.04
S -2.01 1.12 -0.59  -0.56
P -1.89 -0.60 0.57  1.64
C -0.17 -0.97 0.67  -0.55
P 0.69 -0.29 2.06  1.78
S 2.25 0.71 1.23  -0.76
C 1.23 -1.61 3.15  0.38
C 2.55 -1.80 3.56  -0.67
C 2.85 -2.90 4.35  -0.67
C 1.85 -3.79 4.72  -0.58
C 0.54 -3.60 4.32  -0.66
C 0.23 -2.51 3.51  -0.21
C -0.23 0.92 3.06  0.82
C -0.62 0.63 4.36  -0.47
C -1.33 1.57 5.09  -0.82
C -1.63 2.80 4.53  -0.60
C -1.21 3.10 3.24  -0.83
C -0.51 2.16 2.50  -0.05
C -3.01 -0.38 1.96  1.15
C -3.52 0.88 2.30  -0.46
C -4.42 0.99 3.34  -0.64
C -4.83 -0.13 4.04  -0.58
C -4.33 -1.38 3.70  -0.76
C -3.42 -1.51 2.66  -0.62
C -2.63 -1.96 -0.36  -0.05
C -3.94 -1.85 -0.82  -0.15
C -4.52 -2.91 -1.51  -0.74
C -3.80 -4.08 -1.73  -0.50
C -2.49 -4.19 -1.27  -0.70
C -1.90 -3.13 -0.58  -0.10
H 3.33 -1.09 3.24  0.37
H 3.88 -3.06 4.67  0.41
H 2.10 -4.66 5.35  0.40
H -0.25 -4.29 4.61  0.44
H -0.79 -2.34 3.15  0.19
H -0.37 -0.34 4.82  0.44
H -1.65 1.34 6.11  0.45
H -2.19 3.55 5.11  0.42
H -1.43 4.09 2.80  0.42
H -0.16 2.41 1.49  0.17
H -3.22 1.76 1.71  0.29
H -4.82 1.98 3.60  0.46
H -5.57 -0.03 4.85  0.42
H -4.67 -2.27 4.24  0.44
H -3.05 -2.50 2.36  0.36
H -4.51 -0.93 -0.63  0.37
H -5.55 -2.81 -1.88  0.43
H -4.26 -4.91 -2.27  0.43
H -1.92 -5.11 -1.43  0.44
H -0.88 -3.21 -0.20  0.41
O 4.03 -3.98 -5.94  -0.53
N 4.24 -2.86 -5.47  0.92
O 5.30 -2.24 -5.60  -0.57
C 3.16 -2.25 -4.72  -0.18
C 1.90 -2.70 -5.02  -0.56
C 0.76 -2.18 -4.37  1.00
C -0.55 -2.57 -4.69  -0.72
C -1.61 -1.96 -4.05  -0.95
C -1.35 -0.98 -3.09  -0.27
N -0.11 -0.62 -2.71  -0.50
C 0.94 -1.21 -3.35  -0.17
C 2.26 -0.77 -3.02  -0.08
N 2.37 0.14 -2.00  0.04
C 3.58 0.64 -1.72  -0.10
C 4.72 0.26 -2.41  -1.21
C 4.65 -0.71 -3.39  -0.37
C 3.39 -1.25 -3.73  0.65
H 1.77 -3.47 -5.79  0.54
H -0.72 -3.34 -5.45  0.49
H -2.66 -2.20 -4.28  0.47
H -2.16 -0.45 -2.60  0.82
H 3.61 1.36 -0.91  0.53
H 5.68 0.72 -2.14  0.41
H 5.55 -1.05 -3.91  0.56
N 0.92 2.77 -1.26  -0.81
C 1.29 3.88 -1.43  0.65
C 1.73 5.18 -1.61  0.42
C 1.89 5.69 -2.91  -0.43
C 2.34 6.99 -3.07  -0.62
C 2.62 7.78 -1.97  -0.33
C 2.47 7.27 -0.68  -0.62
C 2.03 5.98 -0.49  -0.42
H 1.65 5.07 -3.78  0.42
H 2.45 7.39 -4.08  0.39
H 2.96 8.81 -2.11  0.40
H 2.71 7.90 0.19  0.40
H 1.90 5.56 0.52  0.47

Summary:
gap between HOMO and LUMO: 6.90 eV
molar mass: 953.338 Da
strongest force on any atom: 3.372 eV Å⁻¹
charge: +2
2S+1: 1
total energy: -3592.13417 hartree
lowest unoccupied orbital energy: -0.234 Ha
energy relative to the best compared isomer or geometry (same formula, charge and spin): 0.0 kJ/mol

# 4
The following is a quantum chemistry calculation of the ion C3H6N2O2 with charge +2, from OMol25.

Last column: Mulliken charge in e.
Cartesian coordinates (Å):
C 0.55 -0.99 0.11  -0.71
C -0.86 -0.83 0.48  -0.10
C 0.61 1.37 -0.76  -0.18
N 1.24 0.47 -0.01  0.49
N -1.44 0.36 0.12  0.39
O 2.23 0.56 0.68  -0.21
O -2.49 0.76 0.09  -0.02
H 1.15 -1.51 0.87  0.40
H 0.74 -1.53 -0.78  0.37
H -1.51 -1.63 -0.07  0.40
H -1.13 -0.88 1.60  0.41
H 0.90 2.41 -0.66  0.37
H 0.01 1.45 -1.67  0.38

Summary:
gap between HOMO and LUMO (spin up / spin down): 8.59 / 8.64 eV
molar mass: 102.093 Da
strongest force on any atom: 5.139 eV Å⁻¹
charge: +2
2S+1: 1
total energy: -376.85164 hartree
lowest unoccupied orbital energy (spin up / spin down): -0.479 / -0.484 Ha
energy relative to the best compared isomer or geometry (same formula, charge and spin): 264.7 kJ/mol

# 5
The following is a quantum chemistry calculation of a cluster of 5 separate species, C15H21N3O6 in total, from OMol25.

Last column: Mulliken charge in e.
Cartesian coordinates (Å):
C -33.19 -16.73 -15.60  -0.23
N -32.44 -18.05 -15.72  0.88
O -31.43 -18.05 -16.45  -0.51
O -32.77 -18.97 -15.00  -0.52
H -33.15 -16.27 -16.58  -0.17
H -32.72 -16.14 -14.81  0.31
H -34.17 -16.93 -15.17  0.35
C -35.81 -12.86 -18.20  -0.63
N -36.32 -14.00 -17.44  0.78
O -37.52 -14.33 -17.49  -0.50
O -35.55 -14.76 -16.86  -0.48
H -36.51 -12.03 -18.13  0.32
H -35.65 -13.13 -19.24  0.23
H -34.88 -12.61 -17.68  0.29
C -28.46 -16.75 -16.41  -0.78
N -27.02 -16.74 -16.14  0.85
O -26.46 -15.76 -15.76  -0.51
O -26.36 -17.76 -16.49  -0.51
H -28.97 -15.80 -16.24  0.33
H -28.90 -17.42 -15.68  0.30
H -28.65 -16.88 -17.48  0.31
C -33.37 -22.80 -14.49  -0.14
C -33.13 -23.38 -15.72  -0.32
C -32.81 -24.69 -15.82  -0.37
C -32.86 -25.50 -14.73  -0.36
C -32.97 -24.98 -13.45  -0.40
C -33.35 -23.60 -13.35  -0.40
H -33.43 -21.72 -14.56  0.33
H -33.19 -22.78 -16.61  0.33
H -32.62 -25.24 -16.73  0.32
H -32.71 -26.57 -14.78  0.33
H -32.87 -25.66 -12.62  0.35
H -33.45 -23.07 -12.41  0.34
C -32.46 -14.62 -21.69  -0.42
C -31.56 -15.60 -22.05  -0.48
C -31.30 -16.64 -21.19  -0.42
C -31.91 -16.68 -19.95  -0.46
C -32.75 -15.62 -19.59  0.22
C -33.03 -14.59 -20.45  -0.31
H -32.64 -13.82 -22.40  0.34
H -31.05 -15.55 -23.00  0.37
H -30.78 -17.51 -21.55  0.36
H -31.80 -17.54 -19.31  0.42
H -33.11 -15.56 -18.57  0.10
H -33.70 -13.82 -20.11  0.15

Summary:
gap between HOMO and LUMO: 8.58 eV
molar mass: 339.348 Da
strongest force on any atom: 4.488 eV Å⁻¹
SMILES string: C[N+](=O)[O-].C[N+](=O)[O-].C[N+](=O)[O-].c1ccccc1.c1ccccc1
charge: 0
2S+1: 1
total energy: -1199.53196 hartree
lowest unoccupied orbital energy: -0.021 Ha
energy relative to the best compared isomer or geometry (same formula, charge and spin): 1101.6 kJ/mol

# 6
The following is a quantum chemistry calculation of the ion C4H7INO with charge +1, from OMol25.

Last column: Mulliken charge in e.
Cartesian coordinates (Å):
N -0.31 1.60 0.03  -0.47
C -0.64 0.17 -0.02  0.04
I -2.81 0.03 0.08  0.26
C 0.20 -0.71 1.05  -0.59
C 1.08 -1.45 0.03  0.33
O 1.97 -2.21 -0.06  -0.43
C 0.19 -0.72 -1.04  -0.60
H -0.42 2.09 0.96  0.38
H -0.73 2.17 -0.81  0.42
H 0.70 1.89 -0.03  0.39
H -0.34 -1.39 1.65  0.34
H 0.79 0.09 1.59  0.29
H 0.69 -0.07 -1.77  0.35
H -0.38 -1.48 -1.67  0.29

Summary:
gap between HOMO and LUMO: 9.48 eV
molar mass: 212.010 Da
strongest force on any atom: 4.026 eV Å⁻¹
SMILES string: [NH3+]C1(I)CC(=O)C1
charge: +1
2S+1: 1
total energy: -583.95924 hartree
lowest unoccupied orbital energy: -0.153 Ha
energy relative to the best compared isomer or geometry (same formula, charge and spin): 159.1 kJ/mol

# 7
The following is a quantum chemistry calculation of a cluster of 4 separate species, C3H13NO3 in total, from OMol25.

Last column: Mulliken charge in e.
Cartesian coordinates (Å):
C -0.06 -0.69 -0.78  -1.16
C -0.25 0.64 -0.42  0.94
C 0.19 1.76 -1.31  -1.13
N -0.57 1.00 0.90  -0.52
H -0.36 -1.49 -0.17  0.26
H 0.52 -0.80 -1.69  0.22
H 0.92 2.39 -0.71  0.32
H -0.71 2.44 -1.65  0.26
H 0.64 1.36 -2.25  0.31
H -0.32 2.03 1.09  0.25
H -0.25 0.55 1.80  0.25
O -1.82 -0.84 3.39  -0.67
H -1.40 -1.37 4.19  0.34
H -1.37 -1.15 2.54  0.33
O 2.62 -0.79 1.74  -0.61
H 3.59 -0.85 1.89  0.31
H 2.55 0.07 1.32  0.30
O -1.44 -1.45 -3.61  -0.64
H -0.58 -1.73 -3.46  0.30
H -1.89 -1.09 -2.82  0.35

Summary:
gap between HOMO and LUMO: 8.64 eV
molar mass: 111.141 Da
strongest force on any atom: 4.287 eV Å⁻¹
SMILES string: C=C(C)N.O.O.O
charge: 0
2S+1: 1
total energy: -402.50668 hartree
lowest unoccupied orbital energy: 0.014 Ha
energy relative to the best compared isomer or geometry (same formula, charge and spin): 193.7 kJ/mol

# 8
The following is a quantum chemistry calculation of a cluster of 2 separate species, C4H9NO in total, from OMol25.

Last column: Mulliken charge in e.
Cartesian coordinates (Å):
C -0.40 -2.79 -0.56  -0.84
C -0.29 -1.93 0.43  0.29
N 0.67 -1.90 1.45  -0.37
H 0.09 -3.75 -0.49  0.23
H -1.10 -2.58 -1.32  0.27
H -0.88 -0.91 0.45  0.10
H 1.22 -2.68 1.68  0.15
H 0.71 -1.10 1.97  0.17
C -0.41 2.88 -1.39  -0.71
C 0.52 2.55 -0.51  0.10
O 0.04 1.78 0.53  -0.47
H -0.42 3.46 -2.18  0.36
H -1.47 2.59 -1.09  0.16
H 1.66 2.53 -0.43  0.29
H 0.07 1.85 1.44  0.29

Summary:
gap between HOMO and LUMO: 8.76 eV
molar mass: 87.122 Da
strongest force on any atom: 5.727 eV Å⁻¹
SMILES string: C=CN.C=CO
charge: 0
2S+1: 1
total energy: -287.68571 hartree
lowest unoccupied orbital energy: 0.028 Ha
energy relative to the best compared isomer or geometry (same formula, charge and spin): 385.3 kJ/mol